Record 1
The following is a quantum chemistry calculation of one molecule with the formula C5H7NO, from the Open Molecules 2025 dataset.

energy relative to the best compared isomer or geometry (same formula, charge and spin)	96.8	kcal/mol
LUMO energy	0.032	Ha
HOMO	-7.910	eV
gap between HOMO and LUMO	0.3222	hartree

Last column: Mulliken charge in e.
Atoms and positions in Å:
1 O -1.549 0.828 0.351  -0.109
2 C -0.607 1.216 1.169  -0.510
3 C -1.316 -0.179 -0.723  -0.237
4 N 0.024 -0.649 -0.759  -0.326
5 C 0.933 0.536 -0.654  -0.621
6 C 0.717 0.499 0.869  0.262
7 C 0.419 -0.993 0.643  -0.626
8 H -1.589 0.325 -1.652  0.293
9 H -2.014 -0.992 -0.509  0.297
10 H 0.599 1.427 -1.199  0.276
11 H 1.943 0.262 -0.973  0.271
12 H 1.507 0.812 1.554  0.482
13 H 1.304 -1.636 0.637  0.273
14 H -0.372 -1.457 1.245  0.276

=====

Record 2
The following is a quantum chemistry calculation of one molecule with the formula C2H3ClO2S, from the Open Molecules 2025 dataset.

energy relative to the best compared isomer or geometry (same formula, charge and spin)	84.6	kcal/mol
LUMO energy (spin up / spin down)	0.004 / 0.004	Ha
structure (SMILES)	C=S(=O)=C(O)Cl
HOMO (spin up / spin down)	-8.398 / -8.399	eV
gap between HOMO and LUMO (spin up / spin down)	0.3128 / 0.3128	hartree

Last column: Mulliken charge in e.
Atoms and positions in Å:
1 C -0.161 -0.670 0.951  -0.780
2 C 1.477 -0.225 -0.319  0.403
3 O 0.527 -2.697 -0.569  -0.536
4 O 1.261 -0.107 -1.625  -0.426
5 S 1.120 -1.834 0.436  0.414
6 Cl 2.430 1.178 0.340  -0.166
7 H 0.084 0.105 1.605  0.426
8 H -1.139 -0.878 0.534  0.321
9 H 0.908 0.776 -1.757  0.344

=====

Record 3
The following is a quantum chemistry calculation of a 9-piece molecular cluster, C9H36N18O9 overall, from the Open Molecules 2025 dataset.

energy relative to the best compared isomer or geometry (same formula, charge and spin)	153.8	kcal/mol
LUMO energy	0.007	Ha
structure (SMILES)	NC(N)=O.NC(N)=O.NC(N)=O.NC(N)=O.NC(N)=O.NC(N)=O.NC(N)=O.NC(N)=O.NC(N)=O
HOMO	-8.222	eV
gap between HOMO and LUMO	0.3092	hartree

Last column: Mulliken charge in e.
Atoms and positions in Å:
1 C -3.640 -1.205 0.343  0.602
2 O -2.882 -1.299 1.266  -0.570
3 N -3.632 -1.841 -0.813  -0.388
4 N -4.528 -0.236 0.245  -0.371
5 H -2.924 -2.560 -0.765  0.189
6 H -4.199 -1.718 -1.639  0.157
7 H -5.148 -0.257 -0.552  0.113
8 H -4.801 0.367 1.008  0.249
9 C 1.165 4.448 -0.133  0.433
10 O 1.107 5.171 0.856  -0.787
11 N 2.090 3.574 -0.272  -0.317
12 N 0.281 4.335 -1.055  -0.273
13 H 2.841 3.606 0.403  0.212
14 H 2.131 2.816 -0.939  0.184
15 H -0.571 4.865 -0.942  0.223
16 H 0.629 3.971 -1.931  0.216
17 C -0.697 -4.127 -2.953  0.347
18 O -1.188 -3.187 -2.383  -0.780
19 N -1.149 -5.299 -2.860  -0.257
20 N 0.392 -3.972 -3.579  -0.280
21 H -2.148 -5.332 -2.720  0.251
22 H -0.750 -6.058 -3.394  0.186
23 H 1.132 -4.639 -3.747  0.198
24 H 0.592 -2.994 -3.735  0.221
25 C 3.131 -1.911 -2.778  0.709
26 O 2.057 -1.636 -3.112  -0.603
27 N 3.769 -1.390 -1.749  -0.337
28 N 3.797 -2.904 -3.278  -0.414
29 H 4.759 -1.459 -1.560  0.167
30 H 3.155 -0.901 -1.113  0.187
31 H 4.762 -2.909 -2.981  0.126
32 H 3.556 -3.490 -4.066  0.187
33 C 0.166 -0.007 -0.469  0.702
34 O 1.343 -0.216 -0.227  -0.383
35 N -0.725 -0.844 -0.828  -0.016
36 N -0.312 1.187 -0.268  0.262
37 H -1.684 -0.535 -0.896  0.045
38 H -0.543 -1.794 -1.117  0.064
39 H -1.309 1.305 -0.379  -0.049
40 H 0.326 1.899 0.057  -0.256
41 C -0.521 3.636 3.712  0.713
42 O -1.213 2.859 4.337  -0.739
43 N -0.505 3.578 2.453  0.218
44 N 0.150 4.658 4.190  -0.415
45 H 0.016 4.222 1.875  0.191
46 H -1.238 3.010 2.054  -0.097
47 H 0.635 5.285 3.564  0.184
48 H 0.237 4.644 5.196  0.239
49 C 2.478 1.455 2.861  0.558
50 O 2.793 2.142 3.783  -0.741
51 N 1.452 0.652 2.811  -0.389
52 N 3.228 1.509 1.849  -0.328
53 H 1.155 0.247 1.935  0.130
54 H 0.874 0.896 3.602  0.258
55 H 4.091 2.012 2.000  0.244
56 H 3.061 0.925 1.041  0.162
57 C -3.695 2.883 1.125  0.642
58 O -2.784 2.248 1.556  -0.765
59 N -3.641 3.490 -0.009  -0.375
60 N -4.877 3.045 1.625  -0.523
61 H -2.775 3.564 -0.522  0.156
62 H -4.481 4.010 -0.220  0.144
63 H -4.919 2.633 2.546  0.294
64 H -5.691 3.258 1.066  0.170
65 C 1.689 -5.391 -0.190  0.612
66 O 1.134 -6.200 -0.898  -0.655
67 N 2.560 -5.553 0.728  -0.410
68 N 1.594 -4.102 -0.314  -0.093
69 H 2.756 -4.832 1.408  0.183
70 H 2.876 -6.506 0.839  0.226
71 H 1.985 -3.354 0.240  0.242
72 H 1.225 -3.747 -1.185  -0.184

=====

Record 4
The following is a quantum chemistry calculation of a 8-piece molecular cluster, C46H39N2O17S overall, from the Open Molecules 2025 dataset.

charge	-1
LUMO energy	-0.015	Ha
HOMO	-2.299	eV
gap between HOMO and LUMO	0.0695	hartree

Last column: Mulliken charge in e.
Atoms and positions in Å:
1 N -3.388 2.684 5.501  -0.604
2 N -3.095 1.657 4.604  -0.567
3 C -1.711 1.299 4.737  -0.389
4 C -1.219 0.319 3.629  -0.638
5 C -1.472 0.814 2.180  -0.514
6 C -1.637 2.347 2.120  -1.032
7 S -1.547 3.043 0.433  1.427
8 O -2.472 2.385 -0.518  -0.717
9 O -0.173 3.019 -0.120  -0.710
10 O -1.960 4.626 0.644  -0.543
11 H -2.540 2.997 5.987  0.274
12 H -3.774 3.486 4.996  0.391
13 H -1.080 2.235 4.704  0.059
14 H -1.542 0.797 5.723  0.619
15 H -0.140 0.209 3.750  0.033
16 H -1.641 -0.681 3.822  0.351
17 H -0.617 0.503 1.560  0.410
18 H -2.344 0.316 1.733  0.266
19 H -2.638 2.611 2.505  0.685
20 H -0.904 2.867 2.758  0.493
21 H -1.932 4.753 1.608  0.370
22 C -1.588 -3.412 -2.191  -0.321
23 C -1.132 -3.227 -0.955  -0.345
24 C -1.325 -1.941 -0.247  0.299
25 O -0.893 -1.788 0.882  -0.526
26 C -2.046 -0.868 -0.972  0.072
27 C -2.503 -1.056 -2.209  -0.512
28 C -2.310 -2.341 -2.911  0.238
29 O -2.727 -2.517 -4.041  -0.491
30 H -1.453 -4.345 -2.722  0.377
31 H -0.601 -4.000 -0.414  0.417
32 H -2.180 0.066 -0.452  0.271
33 H -3.030 -0.281 -2.751  0.520
34 C 2.100 0.160 7.345  -0.432
35 C 3.262 -0.261 7.853  -0.403
36 C 4.440 -0.487 6.992  0.462
37 O 5.501 -0.875 7.456  -0.589
38 C 4.282 -0.227 5.546  -0.179
39 C 3.119 0.193 5.039  -0.341
40 C 1.943 0.419 5.900  -0.037
41 O 0.880 0.805 5.436  -0.253
42 H 1.227 0.329 7.962  0.417
43 H 3.394 -0.455 8.911  0.399
44 H 5.153 -0.396 4.931  0.272
45 H 2.987 0.386 3.982  0.510
46 C 4.444 -2.091 -3.450  -0.417
47 C 3.417 -2.883 -3.756  -0.418
48 C 2.116 -2.755 -3.062  0.329
49 O 1.182 -3.480 -3.343  -0.487
50 C 1.999 -1.712 -2.017  -0.033
51 C 3.025 -0.920 -1.711  -0.419
52 C 4.326 -1.050 -2.405  0.304
53 O 5.263 -0.329 -2.130  -0.555
54 H 5.403 -2.171 -3.946  0.396
55 H 3.484 -3.649 -4.518  0.416
56 H 1.042 -1.631 -1.521  0.363
57 H 2.957 -0.153 -0.950  0.514
58 C -2.672 -4.056 -9.585  -0.396
59 C -3.599 -4.936 -9.211  -0.425
60 C -4.208 -4.882 -7.864  0.642
61 O -5.054 -5.686 -7.522  -0.598
62 C -3.750 -3.814 -6.948  -0.560
63 C -2.824 -2.934 -7.321  -0.281
64 C -2.214 -2.987 -8.669  0.290
65 O -1.371 -2.185 -9.012  -0.579
66 H -2.215 -4.079 -10.566  0.414
67 H -3.947 -5.723 -9.868  0.435
68 H -4.206 -3.790 -5.966  0.566
69 H -2.478 -2.147 -6.662  0.524
70 C 0.272 7.369 4.128  -0.516
71 C -0.663 6.635 3.515  -0.367
72 C -1.444 5.622 4.248  0.691
73 O -2.304 4.940 3.690  -0.675
74 C -1.154 5.453 5.680  -0.015
75 C -0.217 6.189 6.294  -0.643
76 C 0.564 7.201 5.564  0.259
77 O 1.419 7.876 6.123  -0.656
78 H 0.855 8.116 3.603  0.393
79 H -0.887 6.749 2.461  0.334
80 H -1.738 4.706 6.203  0.309
81 H 0.007 6.076 7.347  0.416
82 C 8.965 -0.304 3.031  -0.416
83 C 9.958 -1.123 2.688  -0.350
84 C 10.370 -2.239 3.570  0.338
85 O 11.276 -2.985 3.259  -0.556
86 C 9.637 -2.412 4.844  -0.328
87 C 8.644 -1.592 5.187  -0.267
88 C 8.233 -0.477 4.306  0.373
89 O 7.328 0.265 4.620  -0.531
90 H 8.649 0.518 2.401  0.434
91 H 10.505 -1.014 1.761  0.403
92 H 9.952 -3.233 5.474  0.412
93 H 8.095 -1.701 6.115  0.481
94 C -6.790 0.158 -9.112  -0.438
95 C -7.647 0.709 -8.253  -0.379
96 C -8.019 0.024 -6.994  0.328
97 O -8.801 0.524 -6.214  -0.546
98 C -7.401 -1.294 -6.725  -0.520
99 C -6.545 -1.844 -7.585  -0.019
100 C -6.174 -1.160 -8.842  0.403
101 O -5.392 -1.662 -9.624  -0.508
102 H -6.506 0.643 -10.037  0.415
103 H -8.107 1.672 -8.433  0.405
104 H -7.684 -1.780 -5.800  0.448
105 H -6.086 -2.806 -7.407  0.376

=====

Record 5
The following is a quantum chemistry calculation of a 2-piece molecular cluster, H2N2O2 overall, from the Open Molecules 2025 dataset.

charge	-2
energy relative to the best compared isomer or geometry (same formula, charge and spin)	42.2	kcal/mol
LUMO energy	0.217	Ha
HOMO	1.519	eV
gap between HOMO and LUMO	0.1607	hartree

Last column: Mulliken charge in e.
Atoms and positions in Å:
1 N -1.930 0.332 0.616  0.078
2 N -3.005 0.733 0.396  -0.212
3 O -0.757 0.816 0.436  -0.583
4 O -3.365 2.238 -0.059  -0.563
5 H -3.685 2.549 0.791  0.280
6 H 12.743 -6.667 -2.181  -1.000

=====

Record 6
The following is a quantum chemistry calculation of one molecule with the formula C2H4OP2, from the Open Molecules 2025 dataset.

energy relative to the best compared isomer or geometry (same formula, charge and spin)	0.0	kcal/mol
LUMO energy (spin up / spin down)	0.035 / -0.078	Ha
HOMO (spin up / spin down)	-7.007 / -10.271	eV
gap between HOMO and LUMO (spin up / spin down)	0.2922 / 0.2998	hartree
multiplicity	3

Last column: Mulliken spin population.
Atoms and positions in Å:
1 C -0.071 0.170 -1.362  0.174
2 C -0.487 -0.341 1.068  0.107
3 O 2.107 0.911 0.632  0.243
4 P -0.933 1.046 -0.048  0.922
5 P 1.171 -0.164 0.235  0.521
6 H -0.222 -0.907 -1.362  0.014
7 H 0.233 0.718 -2.182  -0.008
8 H -0.766 -0.140 2.069  -0.001
9 H -1.032 -1.293 0.951  0.028

=====

| no. | electronic energy (eV) |
| --- | --- |
| 1 | -8832.006 |
| 2 | -29571.044 |
| 3 | -55170.465 |
| 4 | -96947.409 |
| 5 | -7101.015 |
| 6 | -22760.602 |